Record 1
87
Properties=species:S:1:pos:R:3:forces:R:3:mulliken_charge:R:1 method="wB97M-V/def2-TZVPD" e_homo_ha=-0.51040 total_energy_ha=-6300.6690 charge=+2 e_above_lowest_kcal_mol=13.54 homo_lumo_gap_ev=6.556
Br 1.73593 -0.34059 -0.31090 -0.1 0.0 0.1 -0.0059
Ti -1.25670 -0.36438 0.70326 0.1 0.8 -0.4 -0.5733
P -0.91675 -2.40407 -0.87783 -0.1 -0.2 -0.3 0.8049
Si -0.83872 -0.21073 3.53799 -0.5 0.0 0.0 -0.9576
F 2.09236 -4.84071 -4.19069 0.0 0.1 0.0 -0.2585
F 3.99235 -1.14035 -2.05485 0.0 0.0 0.0 -0.3004
F -0.17599 -4.49009 -2.85301 0.0 0.1 0.1 -0.3571
F 4.18739 -3.17100 -3.80161 -0.1 0.0 0.0 -0.2462
O -0.15702 -0.01892 1.95342 0.4 0.0 0.5 0.1999
C -1.38429 1.26889 -0.40831 0.1 -0.3 0.1 1.5853
C -2.05227 -0.92667 -2.89595 0.1 0.0 0.0 -0.9737
C -1.23844 -3.98753 -0.06638 0.0 0.0 0.1 1.0167
C -2.54620 -4.38947 0.20827 0.1 -0.1 -0.1 -0.4153
C -2.25866 0.98210 3.41285 -0.2 0.2 -0.1 0.6956
C -3.70755 0.40094 -0.20910 0.2 0.0 0.1 -0.1101
C -2.86875 -0.68454 -3.98791 0.0 0.0 0.0 -0.5893
C -0.52776 2.27117 -0.80969 -0.1 0.0 0.0 -0.3481
C 0.07641 -0.56576 6.12639 0.1 0.1 0.0 -0.1960
C -3.41524 0.82908 4.20270 0.0 0.0 -0.1 -0.3679
C -3.48092 -3.38635 3.09729 0.1 0.1 0.1 -1.3546
C -4.43740 1.75482 4.14621 0.0 0.0 0.0 -0.8643
C -2.89700 -3.18227 -2.75561 0.0 0.1 0.0 -0.3686
C -1.55297 -1.92197 3.38859 -0.1 -0.2 0.2 0.8064
C -3.71446 -2.93242 -3.84765 0.0 0.0 0.0 -0.7764
C -5.05080 0.51672 -0.40512 -0.1 0.1 -0.1 -1.0886
C -3.20885 3.04287 2.52479 0.1 -0.1 0.0 -0.4881
C 1.78156 -1.76441 -1.52962 0.0 0.0 0.0 0.2068
C -4.34106 2.85696 3.29369 -0.1 0.0 0.1 -0.6660
C -0.80276 -3.04489 3.78130 0.0 0.0 -0.1 -0.4543
C -2.78682 1.37722 -0.65524 0.1 -0.1 0.1 2.2667
C 0.68517 -2.60612 -1.70757 0.0 0.0 0.0 -0.4249
C 1.96329 0.56632 7.09242 0.0 0.0 0.0 -0.4848
C 2.95649 -1.94610 -2.22891 0.1 0.0 0.0 0.1650
C -2.72960 -4.46443 3.52922 0.0 0.1 0.1 -0.3152
C -3.29176 2.50476 -1.33495 -0.1 0.1 0.0 0.1175
C 0.89239 -0.30827 7.21832 0.0 0.0 0.0 -0.7364
C -3.70921 -1.68516 -4.45664 0.0 0.0 0.0 -0.7457
C 3.06814 -2.99073 -3.13432 0.1 -0.1 -0.1 0.5716
C -1.38416 -4.29826 3.85137 0.0 0.0 0.0 -1.0957
C -2.07148 -2.17098 -2.26318 -0.1 -0.1 0.0 1.2060
C -0.41649 -6.05938 0.84075 0.0 0.0 0.0 -0.9390
C 1.40522 0.94513 4.78859 0.0 0.0 0.0 -0.4168
C -1.03090 3.38660 -1.50016 0.0 0.0 0.0 -1.1753
C 0.82395 -3.64274 -2.62506 0.0 -0.1 -0.1 0.1899
C 2.22172 1.19314 5.88010 0.0 0.0 0.0 -0.7271
C 1.99638 -3.84356 -3.33188 0.0 -0.1 -0.1 0.3494
C -1.72159 -6.48236 1.05357 0.0 0.0 0.0 -0.5862
C -2.37567 3.49640 -1.75622 0.0 0.0 0.0 -0.9922
C -2.89738 -2.12471 3.02937 0.0 0.0 -0.1 0.7372
C -5.54564 1.64249 -1.10312 0.0 -0.1 0.0 -1.0675
C 0.32585 0.06351 4.90178 0.4 -0.1 0.0 0.5280
C -0.17138 -4.81446 0.28321 0.0 -0.1 0.0 -0.7846
C -2.16908 2.11840 2.59671 0.0 0.0 0.1 -0.2332
C -2.78417 -5.64396 0.74863 0.1 0.0 -0.1 -1.1880
C -4.69001 2.60465 -1.55877 0.0 0.0 0.0 -0.8443
H 0.41354 -6.70672 1.09038 0.0 0.0 0.0 0.4864
H -0.79824 -5.14720 4.17876 0.0 0.0 0.0 0.4749
H -3.52706 -1.28061 2.76643 0.0 0.0 0.0 0.5629
H -4.34851 -1.49896 -5.30940 0.0 0.0 0.0 0.4422
H -3.11899 3.91338 1.88744 0.0 0.0 0.0 0.4840
H 2.60187 0.76022 7.94423 0.0 0.0 0.0 0.4081
H -3.36832 -0.49928 0.31633 -0.2 -0.4 0.1 0.1088
H -0.75378 -1.25540 6.23610 0.0 0.0 0.0 0.3401
H -3.19089 -5.43909 3.62721 0.0 0.0 0.0 0.5446
H 0.85002 -4.51125 0.08886 0.0 0.0 0.0 0.5800
H -1.25840 2.32346 2.04698 0.0 0.0 0.0 0.4448
H 3.05688 1.87445 5.78859 0.0 0.0 0.0 0.4247
H -2.88678 -4.16869 -2.31811 0.0 0.0 0.0 0.5456
H -3.38433 -3.74690 -0.03115 0.0 0.0 0.0 0.6939
H -1.37877 -0.14674 -2.55668 0.0 0.0 0.0 0.3711
H -5.07218 3.46330 -2.09742 0.0 0.0 0.0 0.5209
H -5.73320 -0.23961 -0.04210 0.0 0.0 0.0 0.6070
H -4.52599 -3.51599 2.84639 0.0 0.0 0.0 0.4794
H -3.80134 -5.96769 0.92728 0.0 0.0 0.0 0.4966
H -2.75633 4.36289 -2.28392 0.0 0.0 0.0 0.5076
H 0.69582 -0.79213 8.16557 0.0 0.0 0.0 0.4318
H -5.31377 1.63009 4.76857 0.0 0.0 0.0 0.4583
H -0.35090 4.16340 -1.82279 0.0 0.0 0.0 0.4447
H -3.51211 -0.02037 4.86951 0.0 0.0 0.0 0.4525
H -4.34570 -3.72222 -4.23249 0.0 0.0 0.0 0.4811
H 0.53243 2.21678 -0.60509 0.0 0.0 0.0 0.4743
H -5.14575 3.57978 3.25573 0.0 0.0 0.0 0.4720
H -2.84324 0.28060 -4.47634 0.0 0.0 0.0 0.5100
H 1.61303 1.44412 3.84816 0.0 0.0 0.0 0.3139
H 0.23784 -2.92744 4.06431 0.0 0.0 0.0 0.5867
H -6.60972 1.73424 -1.27181 0.0 0.0 0.0 0.4568
H -1.91030 -7.46623 1.46300 0.0 0.0 0.0 0.4645



Record 2
95
Properties=species:S:1:pos:R:3:forces:R:3:mulliken_charge:R:1 method="wB97M-V/def2-TZVPD" e_homo_ha=-0.06981 total_energy_ha=-6116.0506 charge=-2 e_above_lowest_kcal_mol=21.28 homo_lumo_gap_ev=5.672
Pb -0.15215 0.12561 -0.19178 0.3 0.2 0.2 1.3620
Br 2.58753 -5.19799 4.55578 0.0 0.0 0.0 -0.2698
S -1.74716 3.49707 -2.09280 0.2 0.3 -0.3 1.0509
S -2.48143 -1.29963 -0.66385 -0.3 -0.2 0.0 -0.6085
O -1.36120 3.98055 -3.41141 -0.1 0.0 0.0 -0.7290
O -0.21859 -1.40380 1.95831 -0.3 0.1 0.1 0.8468
O -2.23392 -1.21150 2.98597 0.2 -0.1 -0.1 -0.7507
O 0.76548 4.26159 0.43013 -0.1 -0.1 0.0 -0.7483
O -2.38956 1.26173 0.85541 -0.1 -0.1 0.1 -0.3653
O -2.73419 2.44650 -2.12150 0.0 -0.1 0.1 -0.6409
N 1.06045 1.22261 2.36906 0.0 0.1 0.1 -0.1953
N -0.44208 3.16969 -1.22199 -0.3 0.3 -0.1 0.1270
N -0.57818 0.29420 -2.78350 0.0 -0.3 -0.1 0.3399
N 2.75045 1.68075 -1.74057 -0.1 -0.1 0.0 -0.3582
N 2.79596 0.30506 0.61423 0.0 -0.1 0.2 0.1506
N -3.50141 0.61443 0.95992 -0.1 0.0 0.0 0.4882
C 2.97854 -0.10147 1.86943 0.0 0.1 -0.1 0.2079
C 1.92526 0.33123 2.84511 0.0 0.2 -0.1 0.8747
C 1.92378 -4.46835 -1.71350 0.0 0.0 0.1 -0.9326
C -5.72346 0.56765 1.85775 0.0 -0.1 0.0 -0.7241
C -2.67708 6.89705 0.69847 0.0 -0.1 0.0 -0.5259
C 3.37846 0.32931 -4.07175 0.1 0.0 -0.1 -0.6093
C -0.18946 -5.21003 5.18369 -0.1 0.0 -0.1 -0.3284
C 2.70331 1.53817 -4.12350 0.1 0.1 0.0 -0.3882
C -1.38772 5.08738 -0.15574 0.0 0.0 0.0 0.2196
C 1.37551 -1.99415 -4.97757 -0.1 0.0 -0.1 -1.4318
C 4.08934 -0.86072 2.23128 0.0 0.0 0.1 -0.7394
C -4.47642 1.12554 1.75179 0.0 0.1 0.0 -0.4105
C 1.19585 -1.39074 -6.21034 -0.1 0.1 0.0 -1.0513
C 3.67643 -0.00968 -0.32568 0.0 0.0 0.0 0.3456
C -1.13898 -1.74080 2.75298 0.1 0.0 0.1 -0.4777
C -3.63558 6.67819 -0.29131 0.0 0.0 0.0 -0.4099
C 2.04137 -3.91714 -0.44380 0.0 0.0 -0.1 -0.9175
C 1.02917 -2.34745 -2.53661 0.0 0.0 0.1 0.8005
C 0.06650 1.64764 3.13729 0.1 -0.1 0.0 0.0972
C -0.22470 4.11603 -0.26980 0.0 -0.1 -0.1 -0.0208
C -0.08896 1.22551 4.45193 0.0 -0.1 0.0 -0.8243
C 5.01184 -1.19040 1.25368 0.0 0.0 -0.1 -0.8822
C -2.33874 4.87854 -1.12909 0.1 -0.1 0.1 0.1946
C 0.75763 -1.55619 -3.79156 0.0 0.0 0.0 0.7744
C 0.49776 -3.48168 3.62791 0.0 0.0 0.0 0.2866
C 4.81140 -0.76555 -0.04911 0.0 0.0 0.0 -0.6224
C -1.79949 -3.63682 4.31640 0.0 -0.1 0.1 -0.6229
C 1.82938 -0.17109 4.13684 0.0 -0.1 0.1 -0.6958
C 3.70603 -0.21113 -2.83999 0.1 0.0 0.0 -0.4997
C -3.71222 -0.56720 0.29041 0.1 0.0 -0.2 0.5798
C -3.47508 5.65883 -1.22336 0.0 -0.1 -0.1 -0.7926
C -0.16692 0.24126 -5.14798 0.0 0.0 0.0 -0.4001
C 2.39781 2.17170 -2.92542 0.1 -0.1 0.1 -0.3711
C 0.99665 -1.81634 -1.22458 0.1 -0.3 -0.2 0.1078
C -0.80635 -2.99764 3.58548 0.0 0.1 0.0 0.2762
C 3.37427 0.50395 -1.69406 -0.1 0.1 0.0 0.8481
C 0.78261 -4.56447 4.43775 0.1 0.0 0.0 -0.3234
C 0.39434 -0.26180 -6.30628 0.1 0.0 0.0 -0.4392
C -1.53814 6.10198 0.77092 -0.1 0.0 0.0 -0.4771
C -5.99523 -0.59851 1.14456 0.1 0.0 -0.1 -0.3313
C 1.41085 -3.68959 -2.73453 0.0 0.0 -0.1 -0.8859
C -1.49787 -4.74476 5.09896 0.1 0.0 0.0 -0.5613
C 0.80392 0.28949 4.94716 0.0 0.0 0.0 -0.4247
C 1.54319 -2.64154 -0.22408 0.0 0.0 0.0 0.4193
C -4.98753 -1.14749 0.38401 -0.1 0.1 0.1 -0.8335
C 0.00690 -0.37150 -3.90225 0.0 0.0 -0.1 0.0679
H -6.46080 1.03275 2.49754 0.0 0.0 0.0 0.3796
H 1.84200 3.10407 -2.89385 0.0 0.0 0.0 0.4446
H -6.97221 -1.06401 1.18370 0.0 0.0 0.0 0.3426
H -4.20978 5.47797 -1.99940 0.0 0.0 0.1 0.4290
H -4.51981 7.30521 -0.32966 0.0 0.0 0.0 0.3653
H -0.91276 1.58413 5.05501 0.0 0.0 0.0 0.3556
H -0.59018 1.28895 -2.95561 -0.1 0.2 -0.1 -0.3182
H 1.55075 -2.26831 0.79558 0.0 0.0 0.0 -0.3061
H 1.27833 -4.15714 -3.70395 0.0 0.0 0.0 0.5058
H 5.88813 -1.77511 1.50826 0.0 0.0 0.0 0.3990
H -0.76895 1.14455 -5.17960 0.0 0.0 0.0 0.5031
H 2.50100 -0.94152 4.49705 0.0 0.0 0.0 0.1793
H -0.64449 2.31691 2.66196 0.0 0.0 0.1 0.3643
H 0.22430 0.22534 -7.25965 0.0 0.0 0.0 0.3754
H -5.13753 -2.06290 -0.17150 0.0 0.0 0.0 0.4052
H 1.24958 -2.99601 3.01861 0.0 0.0 0.0 0.2725
H -2.27825 -5.25396 5.65462 0.0 0.0 0.0 0.3619
H 3.62260 -0.19891 -4.98493 0.0 0.0 0.0 0.4131
H 5.51954 -1.00313 -0.83240 0.0 0.0 0.0 0.4329
H 2.05582 -2.83297 -4.93195 0.0 0.0 0.1 0.3916
H 1.69515 -1.78625 -7.08755 0.0 0.0 0.0 0.3551
H -1.54456 0.00334 -2.62492 0.1 0.0 0.1 0.1980
H 0.68526 -0.10303 5.95116 0.0 0.0 0.0 0.3759
H 2.21346 -5.49716 -1.89888 0.0 0.0 0.0 0.3416
H 2.40237 1.96755 -5.07071 0.0 0.0 0.0 0.3894
H 4.23670 -1.18301 3.25399 0.0 0.0 0.0 0.3774
H -0.77673 6.24419 1.52864 0.0 0.0 0.0 0.4982
H 2.47027 -4.49148 0.37208 0.0 0.0 0.0 0.4778
H 4.16244 -1.19125 -2.76732 0.0 0.0 0.0 0.1546
H -2.80303 -3.23449 4.25581 0.0 0.0 0.0 0.4708
H -4.18553 2.02708 2.26661 0.1 0.0 0.0 0.4739
H 0.06716 -6.05528 5.80788 0.0 0.0 0.0 0.3797
H -2.82849 7.69177 1.42000 0.0 0.0 0.0 0.3668